No. 1
Molecular formula: C26H59O18PS6
Method: DFT, wB97M-V/def2-TZVPD

## Properties
- highest occupied orbital energy (eV) = -8.2
- SMILES string = CCOS(C)(=O)=O.CCOS(C)(=O)=O.CCOS(C)(=O)=O.CCOS(C)(=O)=O.CCOS(C)(=O)=O.CCOS(C)(=O)=O.Cc1ccccc1CP

ORCA input file:
```
! RIJCOSX wB97M-V def2-TZVPD def2/J DEFGRID3
* xyz 0 1
C 1.88425 -7.11617 5.74205
C 2.94744 -6.07445 6.03099
O 3.64071 -5.66331 4.83891
S 2.90951 -4.63690 3.86403
C 4.31358 -4.21220 2.89250
O 2.49952 -3.49327 4.62301
O 1.98158 -5.35474 3.04550
H 1.06498 -6.69215 5.16192
H 1.47419 -7.50703 6.67394
H 2.30092 -7.94014 5.16245
H 2.52464 -5.20646 6.54008
H 3.70554 -6.49719 6.68847
H 5.04146 -3.71415 3.52740
H 3.98130 -3.54032 2.10298
H 4.73131 -5.11776 2.45930
C 10.12123 -5.87700 0.92230
C 9.54073 -4.97383 -0.14824
O 8.62692 -5.67576 -1.01236
S 7.15834 -5.96646 -0.47134
C 6.44355 -6.42174 -2.01455
O 6.57413 -4.73399 -0.03203
O 7.19035 -7.11454 0.37907
H 9.35679 -6.18435 1.63560
H 10.90771 -5.35704 1.47010
H 10.53482 -6.78278 0.47861
H 9.05135 -4.10227 0.28984
H 10.33929 -4.60683 -0.79083
H 6.46583 -5.56229 -2.67917
H 5.41661 -6.72505 -1.82207
H 7.00848 -7.25190 -2.43076
C -4.12962 -1.41391 -0.32254
C -3.23755 -2.12440 -1.32111
O -3.79616 -3.38724 -1.73956
S -4.96967 -3.37035 -2.81150
C -4.92797 -5.08600 -3.20608
O -4.54423 -2.61287 -3.95109
O -6.20324 -3.07654 -2.15420
H -5.05880 -1.08530 -0.78799
H -3.62284 -0.53629 0.08107
H -4.39513 -2.08106 0.49768
H -3.03111 -1.49223 -2.18700
H -2.28365 -2.35447 -0.85065
H -3.96874 -5.31905 -3.66054
H -5.73643 -5.27996 -3.90786
H -5.07725 -5.65810 -2.29405
C -4.34518 5.42294 1.58528
C -3.49312 5.47762 2.83696
O -3.76161 4.36934 3.72365
S -3.13047 2.95817 3.36053
C -3.41995 2.17865 4.91237
O -1.71802 3.11769 3.17189
O -3.93926 2.32450 2.36709
H -4.06545 4.57922 0.95414
H -4.22032 6.33796 1.00608
H -5.39822 5.30155 1.84109
H -2.43136 5.51831 2.59158
H -3.72860 6.37964 3.39783
H -2.84357 2.69283 5.67681
H -3.09436 1.14409 4.82439
H -4.48379 2.22027 5.13141
C 0.44505 8.37138 -0.99591
C 0.54415 8.13126 0.49765
O 0.14914 9.28869 1.26045
S -1.40596 9.58647 1.41855
C -1.27025 10.77454 2.71093
O -2.05038 8.41054 1.92105
O -1.88153 10.23694 0.23926
H -0.59285 8.48121 -1.30953
H 0.87840 7.53357 -1.54289
H 0.96733 9.28708 -1.27374
H -0.04267 7.26203 0.79987
H 1.57934 7.93206 0.76944
H -0.85992 10.28958 3.59267
H -2.27056 11.14988 2.91615
H -0.62714 11.58409 2.37567
C -5.40847 -1.18821 -6.78633
C -4.36644 -0.13940 -6.46321
O -3.67681 0.32770 -7.64278
S -4.42118 1.37273 -8.58253
C -3.01499 1.84956 -9.53075
O -4.85475 2.48173 -7.78945
O -5.33422 0.67256 -9.43049
H -6.23676 -0.76169 -7.35294
H -5.80785 -1.61548 -5.86842
H -4.97741 -1.98565 -7.39273
H -4.80478 0.70252 -5.92491
H -3.60294 -0.57206 -5.81906
H -2.29783 2.33597 -8.87509
H -3.35695 2.54153 -10.29739
H -2.58534 0.96308 -9.99012
C -0.07181 2.07158 0.25183
C 0.35679 0.66247 0.62372
C -0.02902 -0.39652 -0.17322
C 0.33398 -1.68309 0.13480
C 1.06700 -1.94257 1.26518
C 1.46927 -0.91113 2.07579
C 1.12805 0.38747 1.74658
C 1.63771 1.50053 2.66360
P 3.08430 2.36817 1.82513
H 0.60345 2.57012 -0.44411
H -1.09067 2.00240 -0.14335
H -0.16222 2.62930 1.18675
H -0.60928 -0.20899 -1.07482
H 0.06838 -2.53567 -0.48417
H 1.32697 -2.96771 1.51734
H 2.05885 -1.10690 2.96746
H 0.85218 2.21717 2.90744
H 2.07006 1.06562 3.56794
H 3.88445 1.24272 1.49420
H 2.52472 2.68788 0.56515
*
```

No. 2
Molecular formula: C26H60BIN3O13
Method: DFT, wB97M-V/def2-TZVPD

## Properties
- energy above the lowest of the compared OMol25 structures with the same formula, charge and spin (kJ/mol) = 32.6
- highest occupied orbital energy (eV) = -10.7

ORCA input file:
```
! RIJCOSX wB97M-V def2-TZVPD def2/J DEFGRID3
* xyz 1 1
C -4.21074 -1.65043 5.99261
C -3.04940 -0.70756 6.35680
O -2.71507 0.19929 5.30156
C -3.61571 1.25862 5.25647
N -3.66689 1.87132 3.92220
C -2.63792 1.58261 3.07670
N -2.61167 0.58384 2.26186
B -3.69780 -0.45130 2.17126
O -4.85910 -0.07226 1.64597
O -3.39787 -1.69989 2.57556
C -3.47870 -2.68284 1.51981
C -2.83466 -2.21679 0.23426
N -1.53298 2.41132 3.02335
I -1.81315 4.20911 4.02564
C -0.32531 1.72084 3.52841
C 0.91276 2.39983 2.91040
O 0.79370 3.01467 1.92436
H -4.90583 -1.63891 6.81785
H -4.74795 -1.23686 5.15496
H -3.86920 -2.64700 5.78059
H -2.18402 -1.29979 6.58740
H -3.31783 -0.15614 7.25071
H -4.61255 0.99788 5.58156
H -3.27694 2.02716 5.95322
H -4.57831 1.83969 3.48019
H -1.81928 0.52672 1.63242
H -5.50660 -0.79139 1.68408
H -4.49198 -3.03275 1.36078
H -2.93717 -3.54485 1.87248
H -2.54774 -3.10109 -0.31777
H -1.92145 -1.65604 0.38382
H -3.52119 -1.69660 -0.41682
H -0.27523 1.71174 4.61090
H -0.28225 0.68934 3.20403
H 1.88879 2.29127 3.39967
C -3.16642 5.34680 -4.28718
O -2.44677 4.73397 -3.23713
C -2.10967 5.64159 -2.20068
C -1.96478 4.91724 -0.88122
O -3.20584 4.56820 -0.27041
C -3.95189 3.51577 -0.86237
C -3.34477 2.14415 -0.66052
O -2.24776 1.92177 -1.52750
C -1.30775 1.01892 -0.99636
H -2.54592 6.08034 -4.81233
H -3.46189 4.56722 -4.98657
H -4.07225 5.83276 -3.90745
H -2.87355 6.42148 -2.10694
H -1.14959 6.10876 -2.45689
H -1.49276 5.60667 -0.17810
H -1.31124 4.04954 -0.97267
H -4.15228 3.71260 -1.91602
H -4.91537 3.52661 -0.34542
H -4.10501 1.37867 -0.87484
H -3.02767 2.05220 0.38421
H -0.93176 1.37781 -0.02425
H -0.46694 0.96503 -1.68365
H -1.73920 0.01367 -0.88897
C 0.23690 0.24515 -6.35986
O 1.07195 -0.45568 -5.46262
C 1.30505 0.25500 -4.26091
C 1.59863 -0.69718 -3.12191
O 0.44636 -1.34766 -2.59450
C -0.15701 -2.36775 -3.38455
C 0.64827 -3.64685 -3.46533
O 1.72396 -3.50636 -4.37222
C 2.81922 -4.34340 -4.05921
H 0.72506 1.15700 -6.72005
H 0.03763 -0.40829 -7.20673
H -0.71851 0.49937 -5.88598
H 0.43685 0.87491 -4.00528
H 2.17768 0.90434 -4.41528
H 1.98641 -0.10323 -2.28961
H 2.36880 -1.42048 -3.39133
H -0.42044 -1.99655 -4.37550
H -1.09488 -2.59783 -2.87050
H 0.00049 -4.45720 -3.82789
H 1.01776 -3.90543 -2.46511
H 3.18006 -4.15132 -3.04187
H 3.62183 -4.11165 -4.75585
H 2.54915 -5.39975 -4.16434
C 6.27806 -3.97970 2.93272
O 6.48135 -2.94276 1.99857
C 7.04341 -3.40676 0.78024
C 6.65631 -2.50630 -0.37215
O 5.32331 -2.69558 -0.83601
C 4.26524 -2.21614 -0.02210
C 4.13422 -0.70791 0.00493
O 5.10841 -0.12212 0.84963
C 5.45005 1.19065 0.46008
H 7.23208 -4.40487 3.26252
H 5.76341 -3.55569 3.79336
H 5.64860 -4.77035 2.50771
H 6.71282 -4.42995 0.56945
H 8.13615 -3.39743 0.88678
H 7.28743 -2.77532 -1.22155
H 6.84973 -1.45854 -0.14113
H 4.32284 -2.62860 0.98689
H 3.35530 -2.61305 -0.48167
H 3.14259 -0.43959 0.40056
H 4.22618 -0.32217 -1.01715
H 5.80966 1.20934 -0.57471
H 6.25490 1.53030 1.10889
H 4.59501 1.86887 0.56656
*
```

No. 3
Molecular formula: C26H61N3O5
Method: DFT, wB97M-V/def2-TZVPD

## Properties
- energy above the lowest of the compared OMol25 structures with the same formula, charge and spin (kJ/mol) = 0.0
- highest occupied orbital energy (eV) = -8.3
- SMILES string = CC1(C)CCCC(C)(C)N1O.CC1(C)CCCC(C)(C)N1O.COC[C@H](C)N.CCO.CCO

ORCA input file:
```
! RIJCOSX wB97M-V def2-TZVPD def2/J DEFGRID3
* xyz 0 1
C -0.38835 -1.63076 -3.93117
C 1.06087 -1.66846 -3.52692
C 1.86580 -2.22215 -4.68856
C 1.53978 -0.25589 -3.18933
C 2.85820 -0.10919 -2.33262
C 2.64345 -1.00257 -1.12045
C 2.40462 -2.49396 -1.46499
C 3.72983 -3.08879 -2.04070
C 2.19001 -3.18349 -0.12791
N 1.20735 -2.50030 -2.30260
O 0.85892 -3.83718 -2.61114
H -0.42350 -0.96760 -4.84857
H -0.63985 -2.72157 -4.21107
H -1.10193 -1.34711 -3.10465
H 1.78613 -1.50299 -5.51357
H 2.92495 -2.28305 -4.48084
H 1.43716 -3.18040 -5.05308
H 1.68919 0.27002 -4.20923
H 0.78477 0.28836 -2.63395
H 3.76234 -0.28200 -2.85691
H 2.89209 0.90417 -2.01665
H 1.88956 -0.61987 -0.48151
H 3.49318 -0.86632 -0.40782
H 4.13709 -2.56645 -2.92216
H 3.62933 -4.18274 -2.24808
H 4.48087 -2.99354 -1.24888
H 3.11937 -3.25289 0.45737
H 1.80136 -4.11844 -0.24598
H 1.54492 -2.56059 0.41601
H 1.74214 -4.21600 -2.91398
C -2.95694 3.59211 -2.22884
C -1.73818 3.09643 -1.50593
C -2.01599 1.59836 -1.25814
C -0.47837 3.27240 -2.42181
C 0.85531 3.24006 -1.69074
C 0.77306 4.20219 -0.52945
C -0.32913 3.87351 0.48903
C -0.06869 2.54896 1.10783
C -0.38316 5.03988 1.52504
N -1.61986 3.98378 -0.31891
O -2.64058 3.65543 0.59248
H -3.81674 3.61952 -1.51128
H -2.82039 4.62985 -2.57013
H -3.19177 2.97033 -3.10383
H -2.88783 1.53059 -0.57552
H -2.26330 1.10040 -2.23200
H -1.23071 1.01992 -0.88272
H -0.44615 2.58286 -3.30946
H -0.51321 4.23406 -2.88225
H 1.13597 2.22766 -1.39234
H 1.59534 3.53100 -2.48174
H 0.59167 5.23783 -0.87776
H 1.81140 4.24156 -0.06210
H 0.36771 1.87344 0.39618
H -1.03265 2.09875 1.31214
H 0.51373 2.55528 2.05759
H -1.05078 5.79399 1.13956
H 0.65948 5.45542 1.65480
H -0.72619 4.73310 2.48086
H -2.91727 4.46294 1.06952
C 1.44411 -4.64223 3.99760
O 1.53462 -3.22692 3.79481
C 0.21010 -2.80882 3.37788
C 0.41576 -1.38263 2.91030
C 1.12285 -0.53607 4.00982
N -0.84908 -0.76359 2.45374
H 0.78860 -4.99331 4.77298
H 2.45977 -5.01430 4.24912
H 1.09604 -5.14302 3.02454
H -0.18769 -3.45476 2.62465
H -0.44092 -2.93650 4.23458
H 1.10844 -1.43281 2.00546
H 1.07733 0.54346 3.74371
H 2.11929 -0.92477 4.14576
H 0.55709 -0.69233 4.92986
H -0.64281 0.21938 2.29456
H -1.20838 -1.35188 1.70873
C -2.93413 -3.03485 0.01169
C -1.45395 -2.99218 -0.37089
O -0.91008 -1.71297 -0.28587
H -3.39795 -3.95108 -0.33435
H -3.62090 -2.25834 -0.30822
H -3.04774 -3.17190 1.10502
H -1.26311 -3.29115 -1.39763
H -0.89158 -3.69234 0.29011
H -0.09196 -1.76627 -0.78864
C -3.58918 1.87364 3.86014
C -2.49049 2.83478 4.34344
O -1.12700 2.38310 4.20409
H -4.56107 2.31121 4.05700
H -3.52608 0.94069 4.36773
H -3.56915 1.65101 2.72646
H -2.72284 3.08279 5.37893
H -2.52875 3.80598 3.84647
H -0.97455 1.71911 4.88630
*
```

| no. | orbital gap (eV) | DFT total energy (hartree) |
| --- | --- | --- |
| 1 | 8.669 | -5110.78055 |
| 2 | 7.280 | -2491.21920 |
| 3 | 8.925 | -1567.52639 |